A single C3H5NS molecule at a distorted geometry, computed with wB97M-V/def2-TZVPD.

Summary:
Kohn-Sham gap: 0.31391 Eh
relative energy (zero: lowest compared OMol25 entry of this formula, charge and spin): 238.1 kJ/mol
spin multiplicity: 1
SMILES: S=CN1CC1
total charge: 0

Each line ends with the Löwdin charge.
Cartesian coordinates (Å):
S (3.02294, 0.15873, -0.22604)  0.5888
C (1.43472, -0.30041, 0.10037)  -0.7121
N (0.36841, 0.10377, -0.69729)  -0.1259
C (-0.67984, 0.81937, 0.09182)  -0.1865
C (-0.96315, -0.54087, -0.28032)  -0.1330
H (1.23621, -1.07724, 0.96731)  0.0975
H (-0.71104, 1.04012, 1.18274)  0.1209
H (-1.30906, 1.59269, -0.55642)  0.1470
H (-0.77052, -1.14815, 0.56602)  0.0821
H (-1.62867, -0.64800, -1.14818)  0.1212

A single C3H5NS molecule at a distorted geometry, computed with wB97M-V/def2-TZVPD.

Summary:
Kohn-Sham gap (alpha / beta): 0.23996 / 0.24000 Eh
relative energy (zero: lowest compared OMol25 entry of this formula, charge and spin): 251.9 kJ/mol
spin multiplicity: 1
total charge: 0

Each line ends with the Löwdin charge.
Cartesian coordinates (Å):
C (0.76644, -0.33261, 0.64606)  -0.8875
C (1.49082, -1.30701, 0.06289)  -0.0407
C (-1.05785, 1.34921, -0.16646)  0.0894
N (-0.57280, 0.22343, 0.32715)  -0.0617
S (0.97424, 0.35213, 2.20079)  0.4910
H (1.26468, -1.69627, -0.91374)  0.0421
H (2.37450, -1.65391, 0.55743)  0.0471
H (-2.05566, 1.65715, 0.08533)  0.0902
H (-0.42507, 2.00261, -0.73957)  0.0936
H (-1.24850, -0.31235, 0.87230)  0.1366

A single C3H5NS2 molecule at a distorted geometry, computed with wB97M-V/def2-TZVPD.

Summary:
Kohn-Sham gap (alpha / beta): 0.26597 / 0.28332 Eh
relative energy (zero: lowest compared OMol25 entry of this formula, charge and spin): 282.9 kJ/mol
spin multiplicity: 1
total charge: 0

Each line ends with the Löwdin charge.
Cartesian coordinates (Å):
C (0.72760, 1.01280, -0.34851)  -0.4181
C (0.92773, -0.34958, 0.35132)  -0.4669
C (-1.71162, -1.13981, 0.08653)  -0.7507
N (-0.50526, 1.68958, -0.04917)  -0.3791
S (-0.13240, -1.77629, -0.14801)  0.8059
S (-1.81050, 0.64626, 0.05053)  0.8529
H (1.54171, 1.66445, -0.01156)  0.1054
H (0.84878, 0.87600, -1.43034)  0.1072
H (1.92928, -0.72274, 0.14228)  0.0674
H (0.79802, -0.22104, 1.42656)  0.0804
H (-2.61333, -1.67963, -0.06963)  -0.0044

A single C3H5NS2 molecule at a distorted geometry, computed with wB97M-V/def2-TZVPD.

Summary:
Kohn-Sham gap: 0.36309 Eh
relative energy (zero: lowest compared OMol25 entry of this formula, charge and spin): 164.5 kJ/mol
spin multiplicity: 1
SMILES: S/N=C\[C@H]1CS1
total charge: 0

Each line ends with the Löwdin charge.
Cartesian coordinates (Å):
S (2.59221, -0.79094, -0.06813)  0.7125
N (1.67225, 0.52668, -0.68999)  -0.3574
C (0.42637, 0.54303, -0.59254)  -0.3271
C (-0.53078, -0.42936, 0.06952)  -0.6483
C (-1.74827, 0.15520, 0.73500)  -0.4151
S (-2.03700, -0.78465, -0.77515)  0.8475
H (3.68626, -0.34505, -0.66303)  -0.1622
H (0.00122, 1.42512, -1.02681)  0.1057
H (-0.10070, -1.24950, 0.68931)  0.0996
H (-2.08477, -0.27140, 1.68226)  0.0783
H (-1.87678, 1.22088, 0.63958)  0.0665